# C14H41NO8S2

A 9-piece molecular cluster, C14H41NO8S2 overall (ωB97M-V/def2-TZVPD, OMol25).

Geometry as ORCA input:
```
! RIJCOSX wB97M-V def2-TZVPD def2/J DEFGRID3
* xyz 0 1
C 4.141 0.485 -3.635
O 4.892 0.491 -4.822
H 4.635 -0.094 -2.854
H 3.905 1.436 -3.158
H 3.136 0.161 -3.905
H 5.206 -0.408 -4.946
C -0.786 4.297 -0.795
O -1.722 3.579 -1.546
H -0.202 3.541 -0.271
H -0.079 4.779 -1.470
H -1.202 4.907 0.007
H -2.493 3.462 -0.987
C -3.617 0.443 -3.446
O -4.637 0.647 -4.362
H -2.869 -0.256 -3.819
H -3.057 1.338 -3.173
H -4.054 0.005 -2.549
H -5.408 0.855 -3.830
C 1.490 -4.551 -0.449
O 0.659 -5.012 -1.552
H 1.449 -3.483 -0.236
H 1.357 -5.035 0.518
H 2.513 -4.600 -0.823
H 1.042 -4.706 -2.377
C 1.826 -2.767 -3.822
O 1.562 -4.197 -3.983
H 1.839 -2.449 -2.780
H 2.801 -2.590 -4.276
H 1.191 -1.973 -4.214
H 1.755 -4.424 -4.896
C -1.709 -2.705 3.563
O -0.828 -2.887 4.602
H -1.334 -2.234 2.654
H -2.071 -3.723 3.418
H -2.590 -2.208 3.970
H -0.160 -3.435 4.183
N 3.187 1.193 1.787
C 3.218 2.495 1.355
C 3.380 3.311 2.480
C 3.528 2.509 3.542
C 3.503 1.151 3.174
H 2.987 0.346 1.275
H 2.992 2.766 0.334
H 3.384 4.389 2.555
H 3.803 2.834 4.535
H 3.585 0.252 3.766
C 0.557 0.527 -1.839
S 0.683 -0.737 -0.497
O 2.054 -0.547 0.125
C -0.671 -0.051 0.573
H 1.291 0.413 -2.636
H 0.628 1.485 -1.324
H -0.414 0.595 -2.330
H -1.291 -0.743 1.142
H -1.419 0.379 -0.092
H -0.154 0.759 1.087
C -4.325 -0.112 2.850
S -3.154 1.239 3.240
O -3.443 2.344 2.241
C -4.024 1.788 4.801
H -5.259 0.379 2.576
H -4.644 -0.641 3.748
H -3.843 -0.794 2.150
H -3.452 2.456 5.444
H -4.351 0.947 5.413
H -4.915 2.379 4.588
*
```

Energy = -2010.7922 a.u.
Largest force on an atom = 0.0886 hartree/bohr



# C14H41O7

A 7-piece molecular cluster, C14H41O7 overall (ωB97M-V/def2-TZVPD, OMol25).

Geometry as ORCA input:
```
! RIJCOSX wB97M-V def2-TZVPD def2/J DEFGRID3
* xyz 0 2
O -3.361 16.162 21.407
H -2.855 15.773 20.689
H -2.772 16.745 21.892
H -4.189 16.548 21.111
C -6.882 18.498 18.726
C -5.910 17.437 19.185
C -5.443 16.472 18.084
O -4.819 17.944 19.864
H -7.668 18.686 19.458
H -7.521 18.138 17.920
H -6.480 19.405 18.276
H -6.418 16.844 19.945
H -4.767 16.858 17.321
H -6.283 15.978 17.595
H -4.790 15.721 18.528
C -2.953 19.699 23.819
C -1.902 19.611 22.703
C -0.498 19.342 23.344
O -2.301 18.665 21.727
H -3.064 18.721 24.287
H -3.950 19.904 23.428
H -2.710 20.493 24.526
H -1.780 20.635 22.350
H -0.292 18.328 23.685
H -0.395 19.931 24.256
H 0.192 19.608 22.543
C -2.298 13.778 17.459
C -1.935 14.966 18.382
O -2.377 14.406 19.609
H -1.641 12.939 17.687
H -1.819 14.092 16.532
H -3.343 13.547 17.250
H -2.433 15.895 18.108
H -0.848 15.045 18.414
H -1.878 13.596 19.736
C -4.703 16.763 24.801
C -5.544 15.574 24.471
O -5.065 14.927 23.375
H -4.927 17.503 24.033
H -3.632 16.567 24.745
H -4.808 17.178 25.803
H -6.561 15.934 24.320
H -5.760 14.860 25.266
H -5.593 14.153 23.165
C -5.868 13.505 20.350
C -7.191 13.913 21.024
O -7.185 13.439 22.312
H -5.004 14.001 20.793
H -5.818 14.106 19.442
H -5.770 12.467 20.032
H -8.005 13.515 20.418
H -7.352 14.988 21.103
H -7.941 13.805 22.776
C 1.244 15.234 20.548
C 0.626 16.642 20.784
O -0.304 16.563 21.876
H 0.782 14.819 19.652
H 1.062 14.536 21.365
H 2.296 15.385 20.305
H 0.121 17.023 19.896
H 1.455 17.292 21.064
H -0.742 17.409 21.990
*
```

<S²> = 0.754
ΔE to the lowest compared entry with this formula, charge and spin = 0.0 kcal per mole
Largest force on an atom = 0.0656 hartree/bohr



# C14H42BF4KO7

C14H42BF4KO7 as an isolated structure (ωB97M-V/def2-TZVPD, OMol25).

Geometry as ORCA input:
```
! RIJCOSX wB97M-V def2-TZVPD def2/J DEFGRID3
* xyz 0 1
K 2.323 0.149 3.089
B 0.723 0.614 0.348
F 0.380 -0.506 1.045
F 1.855 0.365 -0.343
F -0.285 0.961 -0.542
F 0.887 1.623 1.268
C -4.271 -1.210 0.321
C -2.831 -0.674 0.317
O -2.488 -0.614 -1.041
H -4.482 -1.592 1.320
H -4.366 -2.079 -0.330
H -4.963 -0.426 0.013
H -2.133 -1.353 0.807
H -2.762 0.319 0.762
H -1.645 -0.158 -1.093
C 0.844 -0.084 -3.657
C 0.876 -1.481 -3.036
O 2.047 -1.577 -2.200
H 1.424 -0.123 -4.579
H 1.358 0.597 -2.978
H -0.192 0.204 -3.837
H 0.748 -2.296 -3.748
H -0.005 -1.548 -2.398
H 1.864 -1.131 -1.370
C -0.459 4.766 -1.852
C 0.374 4.481 -0.623
O -0.427 3.767 0.319
H 0.162 5.143 -2.665
H -1.216 5.483 -1.536
H -0.781 3.786 -2.202
H 0.973 5.283 -0.192
H 1.139 3.782 -0.963
H -0.032 2.900 0.435
C 0.298 -3.561 0.546
C 1.833 -3.746 0.458
O 2.210 -4.076 1.778
H -0.131 -4.512 0.863
H -0.184 -3.413 -0.421
H -0.034 -2.765 1.212
H 2.352 -2.850 0.119
H 2.212 -4.517 -0.214
H 1.997 -4.984 2.005
C -1.483 -1.605 3.707
C -0.169 -1.687 4.458
O 0.198 -0.404 4.881
H -1.692 -2.579 3.266
H -1.513 -0.985 2.811
H -2.327 -1.346 4.346
H 0.580 -1.971 3.719
H -0.200 -2.385 5.295
H -0.381 -0.081 5.576
C -3.567 2.627 -1.342
C -4.744 2.295 -2.232
O -4.601 3.040 -3.455
H -3.354 3.693 -1.267
H -2.718 2.079 -1.752
H -3.665 2.290 -0.310
H -5.694 2.569 -1.772
H -4.691 1.218 -2.393
H -5.384 2.841 -3.973
C 5.697 -0.053 -0.314
C 5.437 -0.812 0.981
O 4.988 0.085 1.973
H 4.760 0.356 -0.692
H 6.299 -0.638 -1.009
H 6.309 0.805 -0.033
H 6.317 -1.370 1.302
H 4.654 -1.559 0.850
H 5.752 0.629 2.175
*
```

ΔE to the lowest compared entry with this formula, charge and spin = 30.3 kcal per mole
Largest force on an atom = 0.0420 hartree/bohr



# C14H42Cl4F6N5O6

A 10-piece molecular cluster, C14H42Cl4F6N5O6 overall (ωB97M-V/def2-TZVPD, OMol25).

Geometry as ORCA input:
```
! RIJCOSX wB97M-V def2-TZVPD def2/J DEFGRID3
* xyz 3 1
N -26.991 -0.424 9.792
H -26.737 0.604 9.848
H -27.425 -0.838 10.626
H -26.160 -1.005 9.630
H -27.629 -0.566 9.014
N -25.644 3.256 7.729
H -24.656 3.150 7.446
H -26.188 2.758 7.023
H -25.908 4.243 7.774
H -25.905 2.831 8.647
N -28.997 2.754 8.433
H -28.968 1.961 7.794
H -29.729 2.498 9.151
H -29.121 3.678 8.029
H -28.084 2.727 8.973
N -30.906 5.105 10.433
H -31.733 4.842 9.898
H -30.155 5.515 9.883
H -30.585 4.238 10.925
H -31.142 5.830 11.120
N -31.340 0.281 9.486
H -32.092 0.614 8.875
H -31.602 -0.653 9.823
H -31.038 0.980 10.223
H -30.595 0.067 8.825
O -26.730 2.318 10.268
C -27.511 2.594 11.420
C -28.954 1.992 11.706
O -30.097 2.345 10.952
H -27.618 3.685 11.540
H -26.900 2.325 12.289
H -29.148 2.143 12.770
H -28.836 0.902 11.543
C -23.842 1.021 11.947
C -23.772 1.825 10.641
O -22.439 2.283 10.420
C -22.215 3.045 9.372
O -22.848 2.979 8.345
C -20.998 3.997 9.519
F -20.104 3.501 10.374
F -20.351 4.079 8.348
F -21.406 5.190 9.926
H -23.329 0.066 11.855
H -24.880 0.961 12.266
H -23.279 1.569 12.704
H -24.463 2.652 10.799
H -24.106 1.204 9.808
C -25.451 -6.006 13.173
C -25.323 -4.541 12.792
O -26.416 -3.817 13.389
C -26.692 -2.582 13.102
O -26.102 -1.894 12.298
C -27.757 -1.995 14.051
F -28.259 -0.899 13.450
F -28.723 -2.880 14.299
F -27.256 -1.628 15.230
H -26.432 -6.414 12.927
H -25.137 -6.219 14.190
H -24.822 -6.595 12.500
H -25.167 -4.436 11.719
H -24.401 -4.170 13.244
Cl -30.486 0.382 16.689
C -29.640 1.896 16.418
C -29.351 2.135 14.945
Cl -28.510 3.678 14.710
H -28.787 1.890 17.092
H -30.270 2.732 16.723
H -30.284 2.273 14.400
H -28.813 1.322 14.458
Cl -26.562 7.055 12.476
C -25.287 7.075 11.257
C -25.601 6.026 10.202
Cl -24.362 5.912 8.889
H -24.333 6.901 11.748
H -25.224 8.037 10.751
H -26.575 6.231 9.753
H -25.729 5.036 10.644
*
```

ΔE to the lowest compared entry with this formula, charge and spin = 6.4 kcal per mole
Largest force on an atom = 0.0543 hartree/bohr



# C14H42ClO11Y

C14H42ClO11Y as an isolated structure (ωB97M-V/def2-TZVPD, OMol25).

Geometry as ORCA input:
```
! RIJCOSX wB97M-V def2-TZVPD def2/J DEFGRID3
* xyz 2 1
Y 3.508 1.810 -2.297
Cl 0.125 0.614 -0.533
O -1.017 1.412 -0.875
O 1.335 1.279 -1.016
O 0.227 0.524 0.878
O 0.061 -0.626 -1.247
C 0.726 -4.248 0.141
C -0.079 -5.535 0.237
O -1.162 -5.406 1.161
H 1.072 -3.982 1.143
H 0.199 -3.391 -0.279
H 1.624 -4.456 -0.446
H 0.582 -6.349 0.558
H -0.456 -5.862 -0.739
H -1.620 -6.251 1.090
C 3.871 2.324 2.015
C 4.531 2.971 0.795
O 3.571 3.012 -0.314
H 3.005 2.916 2.323
H 4.565 2.239 2.846
H 3.414 1.376 1.729
H 5.429 2.465 0.426
H 4.922 3.965 1.016
H 2.951 3.720 -0.055
C 3.331 -1.612 0.908
C 3.541 -1.300 -0.556
O 4.113 0.056 -0.751
H 4.242 -1.538 1.508
H 2.975 -2.640 0.969
H 2.582 -0.933 1.319
H 2.590 -1.396 -1.079
H 4.279 -2.002 -0.951
H 4.993 -0.053 -0.348
C -3.909 -1.017 -2.092
C -3.444 -0.258 -3.341
O -3.069 1.074 -3.000
H -3.100 -0.927 -1.360
H -4.096 -2.063 -2.331
H -4.782 -0.547 -1.642
H -4.298 -0.161 -4.009
H -2.603 -0.782 -3.804
H -2.287 1.031 -2.438
C -4.078 2.904 3.359
C -3.139 2.386 2.281
O -2.128 1.608 2.909
H -3.675 3.765 3.896
H -4.300 2.141 4.103
H -5.024 3.242 2.935
H -2.746 3.221 1.692
H -3.718 1.764 1.590
H -1.538 1.278 2.225
C -2.304 -2.133 1.831
C -0.939 -2.186 2.546
O -0.787 -3.484 3.104
H -2.413 -2.980 1.154
H -2.491 -1.225 1.250
H -3.091 -2.185 2.582
H -0.866 -1.441 3.336
H -0.091 -2.041 1.866
H -0.776 -4.152 2.391
C -0.668 3.089 -3.535
C 0.609 3.719 -2.993
O 1.782 2.976 -3.448
H -0.711 2.034 -3.269
H -0.702 3.068 -4.629
H -1.561 3.569 -3.143
H 0.561 3.783 -1.905
H 0.637 4.777 -3.269
H 1.715 3.054 -4.419
*
```

ΔE to the lowest compared entry with this formula, charge and spin = 149.5 kcal per mole
Largest force on an atom = 0.0965 hartree/bohr



# C14H42F2N20O9P

A 10-piece molecular cluster, C14H42F2N20O9P overall (ωB97M-V/def2-TZVPD, OMol25).

Geometry as ORCA input:
```
! RIJCOSX wB97M-V def2-TZVPD def2/J DEFGRID3
* xyz 1 1
N -0.577 -0.467 -3.110
P -1.400 -0.315 -1.815
N -3.198 -0.272 -2.104
C -3.691 0.724 -2.875
C -5.026 0.855 -3.152
C -5.883 -0.081 -2.593
F -7.175 0.005 -2.801
C -5.409 -1.108 -1.808
C -4.054 -1.154 -1.581
F -3.566 -2.109 -0.832
H -0.009 -1.312 -3.035
H -1.179 0.908 -1.165
H -1.184 -1.377 -0.936
H -3.002 1.454 -3.278
H -5.362 1.672 -3.768
H -6.058 -1.850 -1.377
C -1.588 -1.274 2.250
O -1.525 -0.491 1.301
N -2.581 -2.214 2.345
N -0.688 -1.262 3.253
H -2.655 -2.860 3.107
H -3.266 -2.242 1.616
H 0.067 -0.583 3.211
H -0.729 -1.892 4.031
C -2.491 4.272 -3.960
O -3.456 3.505 -4.001
N -1.403 4.057 -3.175
N -2.462 5.410 -4.699
H -0.627 4.689 -3.118
H -1.390 3.241 -2.598
H -3.255 5.602 -5.283
H -1.700 6.061 -4.683
C -0.613 3.927 0.747
O -0.581 4.710 -0.193
N -1.596 2.980 0.860
N 0.314 3.925 1.740
H -1.651 2.308 1.605
H -2.293 2.973 0.143
H 1.046 4.607 1.690
H 0.304 3.286 2.514
C 2.782 5.499 4.410
O 2.333 4.364 4.330
N 3.692 5.989 3.517
N 2.404 6.358 5.395
H 4.071 6.916 3.563
H 3.989 5.379 2.779
H 1.736 6.024 6.064
H 2.755 7.293 5.482
C 0.601 -4.425 -3.390
O 0.515 -3.219 -3.218
N 0.374 -5.000 -4.605
N 0.934 -5.284 -2.382
H 0.441 -5.986 -4.774
H 0.133 -4.390 -5.363
H 1.114 -4.886 -1.480
H 1.011 -6.275 -2.502
C -6.476 3.366 0.846
O -5.893 3.969 1.721
N -7.809 3.068 0.912
N -5.835 2.927 -0.290
H -8.307 2.575 0.196
H -8.306 3.376 1.727
H -4.860 3.142 -0.375
H -6.294 2.431 -1.028
C 2.758 0.644 2.816
O 1.672 0.362 3.325
N 3.382 1.823 3.071
N 3.405 -0.195 1.969
H 4.263 2.072 2.665
H 2.929 2.473 3.696
H 2.969 -1.073 1.762
H 4.291 0.007 1.537
C 5.555 -2.465 0.130
O 5.497 -1.247 0.257
N 5.376 -3.077 -1.078
N 5.798 -3.309 1.164
H 5.422 -4.071 -1.197
H 5.196 -2.490 -1.871
H 5.931 -2.901 2.070
H 5.856 -4.309 1.052
C 5.719 -7.461 0.641
O 5.594 -6.253 0.791
N 5.617 -8.059 -0.581
N 5.969 -8.297 1.685
H 5.720 -9.045 -0.725
H 5.439 -7.467 -1.370
H 6.051 -7.884 2.596
H 6.078 -9.288 1.589
*
```

Energy = -2872.1926 a.u.
Largest force on an atom = 0.0536 hartree/bohr



# C14H42FO7Pb

C14H42FO7Pb as an isolated structure (ωB97M-V/def2-TZVPD, OMol25).

Geometry as ORCA input:
```
! RIJCOSX wB97M-V def2-TZVPD def2/J DEFGRID3
* xyz 1 1
Pb 12.663 33.727 4.569
F 11.837 35.020 2.570
C 12.731 39.465 0.401
C 12.681 38.239 1.281
O 12.066 37.169 0.607
H 13.359 40.178 0.936
H 11.751 39.939 0.354
H 13.180 39.259 -0.570
H 12.171 38.472 2.216
H 13.716 38.026 1.545
H 12.008 36.439 1.228
C 8.581 33.997 -0.768
C 9.495 34.510 0.336
O 10.537 33.568 0.570
H 7.566 34.290 -0.497
H 8.421 32.919 -0.805
H 8.767 34.477 -1.729
H 8.882 34.576 1.235
H 9.919 35.482 0.084
H 11.131 33.944 1.224
C 9.467 31.267 2.602
C 9.526 32.334 3.628
O 10.590 32.197 4.546
H 9.479 30.304 3.113
H 10.280 31.329 1.878
H 8.534 31.245 2.039
H 8.604 32.342 4.209
H 9.512 33.304 3.130
H 10.459 31.374 5.022
C 15.010 37.572 5.391
C 13.705 36.945 5.054
O 13.498 35.777 5.809
H 15.206 38.414 4.728
H 15.810 36.846 5.246
H 15.127 37.994 6.389
H 13.725 36.729 3.986
H 12.904 37.674 5.174
H 13.330 36.048 6.715
C 8.778 38.099 4.540
C 9.577 37.458 3.358
O 9.275 36.140 3.208
H 9.141 39.126 4.583
H 8.975 37.637 5.507
H 7.709 38.192 4.346
H 10.626 37.637 3.595
H 9.369 38.034 2.456
H 10.063 35.675 2.918
C 10.751 34.536 7.817
C 10.226 35.438 6.694
O 10.570 34.928 5.412
H 10.230 33.583 7.732
H 10.580 34.925 8.821
H 11.820 34.338 7.738
H 10.577 36.457 6.859
H 9.140 35.419 6.783
H 9.970 35.316 4.770
C 15.207 34.584 -1.091
C 14.068 35.170 -0.335
O 14.170 34.881 1.034
H 15.261 33.496 -1.095
H 16.218 34.844 -0.778
H 15.152 34.905 -2.131
H 13.175 34.767 -0.812
H 14.069 36.251 -0.481
H 13.404 35.193 1.521
*
```

ΔE to the lowest compared entry with this formula, charge and spin = 8.4 kcal per mole
Largest force on an atom = 0.0630 hartree/bohr



Please write out number 6 again, unchanged.
# C14H42F2N20O9P

A 10-piece molecular cluster, C14H42F2N20O9P overall (ωB97M-V/def2-TZVPD, OMol25).

Geometry as ORCA input:
```
! RIJCOSX wB97M-V def2-TZVPD def2/J DEFGRID3
* xyz 1 1
N -0.577 -0.467 -3.110
P -1.400 -0.315 -1.815
N -3.198 -0.272 -2.104
C -3.691 0.724 -2.875
C -5.026 0.855 -3.152
C -5.883 -0.081 -2.593
F -7.175 0.005 -2.801
C -5.409 -1.108 -1.808
C -4.054 -1.154 -1.581
F -3.566 -2.109 -0.832
H -0.009 -1.312 -3.035
H -1.179 0.908 -1.165
H -1.184 -1.377 -0.936
H -3.002 1.454 -3.278
H -5.362 1.672 -3.768
H -6.058 -1.850 -1.377
C -1.588 -1.274 2.250
O -1.525 -0.491 1.301
N -2.581 -2.214 2.345
N -0.688 -1.262 3.253
H -2.655 -2.860 3.107
H -3.266 -2.242 1.616
H 0.067 -0.583 3.211
H -0.729 -1.892 4.031
C -2.491 4.272 -3.960
O -3.456 3.505 -4.001
N -1.403 4.057 -3.175
N -2.462 5.410 -4.699
H -0.627 4.689 -3.118
H -1.390 3.241 -2.598
H -3.255 5.602 -5.283
H -1.700 6.061 -4.683
C -0.613 3.927 0.747
O -0.581 4.710 -0.193
N -1.596 2.980 0.860
N 0.314 3.925 1.740
H -1.651 2.308 1.605
H -2.293 2.973 0.143
H 1.046 4.607 1.690
H 0.304 3.286 2.514
C 2.782 5.499 4.410
O 2.333 4.364 4.330
N 3.692 5.989 3.517
N 2.404 6.358 5.395
H 4.071 6.916 3.563
H 3.989 5.379 2.779
H 1.736 6.024 6.064
H 2.755 7.293 5.482
C 0.601 -4.425 -3.390
O 0.515 -3.219 -3.218
N 0.374 -5.000 -4.605
N 0.934 -5.284 -2.382
H 0.441 -5.986 -4.774
H 0.133 -4.390 -5.363
H 1.114 -4.886 -1.480
H 1.011 -6.275 -2.502
C -6.476 3.366 0.846
O -5.893 3.969 1.721
N -7.809 3.068 0.912
N -5.835 2.927 -0.290
H -8.307 2.575 0.196
H -8.306 3.376 1.727
H -4.860 3.142 -0.375
H -6.294 2.431 -1.028
C 2.758 0.644 2.816
O 1.672 0.362 3.325
N 3.382 1.823 3.071
N 3.405 -0.195 1.969
H 4.263 2.072 2.665
H 2.929 2.473 3.696
H 2.969 -1.073 1.762
H 4.291 0.007 1.537
C 5.555 -2.465 0.130
O 5.497 -1.247 0.257
N 5.376 -3.077 -1.078
N 5.798 -3.309 1.164
H 5.422 -4.071 -1.197
H 5.196 -2.490 -1.871
H 5.931 -2.901 2.070
H 5.856 -4.309 1.052
C 5.719 -7.461 0.641
O 5.594 -6.253 0.791
N 5.617 -8.059 -0.581
N 5.969 -8.297 1.685
H 5.720 -9.045 -0.725
H 5.439 -7.467 -1.370
H 6.051 -7.884 2.596
H 6.078 -9.288 1.589
*
```

Energy = -2872.1926 a.u.
Largest force on an atom = 0.0536 hartree/bohr



Which of these has the highest largest force on an atom? C14H42ClO11Y



Which value of largest force on an atom does entry 3 give? 0.0420 hartree/bohr